DFT (ωB97M-V with the def2-TZVPD basis set) results for a gas-phase ion, C17H35FN5O2 (charge +1).

Properties
* total charge: +1
* maximum force: 0.14919 hartree/bohr
* orbital gap: 8.90 eV
* E_tot: -32441.883 eV
* ΔE to the lowest compared entry with this formula, charge and spin: 10.547 eV
* multiplicity: 1

Positions of all 60 atoms, in Å:
C -2.071 3.140 -4.341
C -1.529 1.934 -5.347
N -1.081 0.770 -4.467
N 0.137 1.008 -3.858
C 0.698 0.261 -2.857
N 2.020 0.749 -2.311
C 2.281 -0.293 -1.248
C 3.644 -0.162 -0.352
C 3.433 1.089 0.734
C 2.274 0.596 1.789
C 2.009 1.670 3.022
C 1.692 0.915 4.442
C 0.137 1.111 4.951
C -0.842 -0.135 4.461
O -1.475 0.119 3.153
C -2.431 -0.983 2.912
N 1.123 -1.265 -1.241
C 1.190 -2.356 -0.199
C 0.041 -2.290 0.966
O 0.049 -3.617 1.643
N 0.133 -1.012 -2.220
C -1.140 -1.774 -2.486
F -1.123 -3.212 -2.145
C -2.475 -0.986 -1.860
C -2.095 0.208 -0.804
H -1.394 3.218 -3.377
H -3.178 2.811 -4.040
H -2.139 4.140 -4.958
H -2.427 1.508 -6.003
H -0.681 2.307 -6.066
H -0.894 -0.013 -5.161
H 0.654 1.888 -4.157
H 3.990 -1.154 0.178
H 4.539 0.190 -1.055
H 4.448 1.400 1.254
H 3.002 2.002 0.110
H 2.549 -0.490 2.162
H 1.240 0.524 1.208
H 2.991 2.294 3.147
H 1.147 2.420 2.753
H 2.373 1.455 5.261
H 1.944 -0.228 4.466
H -0.338 2.149 4.678
H 0.153 1.051 6.142
H -1.705 -0.315 5.258
H -0.172 -1.109 4.449
H -1.948 -2.043 3.137
H -3.403 -0.888 3.589
H -2.757 -0.952 1.780
H 2.227 -2.458 0.348
H 1.042 -3.384 -0.788
H 0.368 -1.506 1.773
H -1.041 -2.140 0.541
H -0.503 -4.277 1.096
H -1.308 -1.730 -3.668
H -3.276 -1.756 -1.425
H -3.042 -0.454 -2.767
H -3.065 0.450 -0.154
H -1.201 -0.026 -0.084
H -1.830 1.201 -1.368

---

DFT (ωB97M-V with the def2-TZVPD basis set) results for 6 unconnected molecules or ions with the total composition C55H88N2O14S6.

Properties
* total charge: 0
* maximum force: 0.06781 hartree/bohr
* orbital gap: 8.47 eV
* E_tot: -155114.197 eV
* multiplicity: 1

Positions of all 165 atoms, in Å:
C -4.410 0.677 -3.219
C -3.882 -0.292 -2.744
C -3.341 -1.523 -2.235
C -2.132 -1.513 -1.544
C -1.548 -2.677 -1.059
C -0.197 -2.550 -0.391
C 0.914 -2.717 -1.453
C 2.294 -2.317 -0.905
C 2.581 -0.798 -1.035
C 2.467 -0.097 0.342
C 1.822 1.301 0.317
C 0.454 1.358 -0.384
C 0.254 2.592 -1.262
C 1.359 2.741 -2.325
C 0.886 3.486 -3.567
C -0.014 2.629 -4.483
O 0.426 1.283 -4.492
C -0.646 0.383 -4.746
C -2.208 -3.901 -1.246
C -1.639 -5.193 -0.713
C -2.349 -5.652 0.582
C -1.825 -4.943 1.821
O -2.783 -5.079 2.869
C -3.420 -3.902 -1.938
C -4.001 -2.736 -2.435
N -5.240 -2.753 -3.160
C -6.394 -2.855 -2.250
C -7.675 -2.521 -3.016
C -8.826 -2.048 -2.173
O -7.990 -1.179 -3.126
C -5.227 -3.758 -4.183
C -5.615 -3.383 -5.478
C -5.982 -1.936 -5.710
C -6.752 -1.620 -7.016
C -8.099 -0.971 -6.704
N -8.109 0.404 -6.273
O -9.115 -1.601 -6.806
C -5.615 -4.367 -6.458
C -5.232 -5.673 -6.176
C -4.832 -6.040 -4.902
C -4.836 -5.065 -3.914
S -4.293 -5.426 -2.256
H -4.731 1.520 -3.783
H -1.629 -0.562 -1.415
H -0.057 -3.316 0.366
H -0.087 -1.549 0.023
H 0.690 -2.059 -2.297
H 0.951 -3.737 -1.841
H 3.048 -2.846 -1.499
H 2.443 -2.647 0.124
H 1.903 -0.364 -1.771
H 3.589 -0.671 -1.432
H 3.479 0.007 0.735
H 1.872 -0.733 1.000
H 2.552 2.011 -0.074
H 1.658 1.581 1.359
H -0.310 1.407 0.402
H 0.231 0.456 -0.958
H -0.734 2.599 -1.735
H 0.283 3.478 -0.617
H 2.178 3.305 -1.883
H 1.757 1.760 -2.572
H 0.324 4.373 -3.257
H 1.737 3.851 -4.148
H -1.046 2.713 -4.130
H 0.076 3.022 -5.503
H -1.041 0.546 -5.754
H -1.434 0.512 -3.998
H -0.242 -0.624 -4.652
H -1.759 -5.975 -1.463
H -0.580 -5.060 -0.497
H -2.227 -6.729 0.704
H -3.421 -5.440 0.523
H -0.895 -5.430 2.138
H -1.630 -3.885 1.632
H -2.321 -4.991 3.707
H -6.342 -2.104 -1.466
H -6.575 -3.867 -1.871
H -7.932 -3.159 -3.859
H -9.789 -2.035 -2.668
H -8.668 -1.460 -1.280
H -6.534 -1.525 -4.870
H -5.042 -1.379 -5.734
H -6.965 -2.481 -7.642
H -6.172 -0.904 -7.605
H -7.652 0.445 -5.364
H -7.566 0.951 -6.933
H -5.890 -4.137 -7.478
H -5.236 -6.406 -6.973
H -4.519 -7.049 -4.674
C -1.101 3.441 5.471
C -1.728 2.106 5.050
C -0.753 1.429 4.076
S 0.884 2.025 4.524
O 1.403 2.813 3.433
O 1.646 0.938 5.091
C 0.348 3.133 5.822
H -1.615 3.881 6.321
H -1.141 4.148 4.637
H -1.867 1.476 5.931
H -2.706 2.244 4.591
H -0.766 0.345 4.160
H -0.938 1.724 3.044
H 0.993 4.008 5.836
H 0.419 2.599 6.769
C 6.024 2.788 -5.645
C 5.787 1.279 -5.502
C 5.987 0.923 -4.025
S 5.569 2.402 -3.094
O 6.759 2.888 -2.439
O 4.348 2.185 -2.360
C 5.240 3.443 -4.511
H 5.700 3.159 -6.616
H 7.088 3.008 -5.537
H 4.765 1.040 -5.805
H 6.461 0.704 -6.135
H 5.337 0.114 -3.700
H 7.027 0.679 -3.810
H 5.555 4.460 -4.290
H 4.166 3.412 -4.696
C -3.650 6.897 9.265
C -2.772 6.755 10.515
C -2.422 5.269 10.664
S -2.449 4.583 9.003
O -3.517 3.622 8.912
O -1.105 4.240 8.604
C -2.958 6.086 8.174
H -3.770 7.938 8.969
H -4.643 6.486 9.460
H -1.858 7.339 10.387
H -3.275 7.128 11.406
H -1.433 5.114 11.088
H -3.165 4.732 11.250
H -3.605 5.832 7.337
H -2.058 6.586 7.816
C 12.431 1.578 -2.096
C 11.215 1.364 -1.183
C 9.977 1.864 -1.938
S 10.350 1.666 -3.684
O 10.413 2.967 -4.298
O 9.523 0.619 -4.239
C 12.019 1.055 -3.468
H 13.314 1.062 -1.723
H 12.664 2.643 -2.159
H 11.109 0.300 -0.963
H 11.327 1.884 -0.233
H 9.085 1.291 -1.704
H 9.790 2.921 -1.763
H 12.641 1.417 -4.282
H 11.974 -0.034 -3.482
C 1.575 -1.786 8.352
C 1.992 -3.262 8.406
C 0.848 -4.083 7.799
S 0.026 -2.998 6.622
O -1.315 -2.744 7.089
O 0.261 -3.473 5.280
C 1.032 -1.556 6.946
H 2.409 -1.120 8.567
H 0.792 -1.596 9.090
H 2.901 -3.404 7.817
H 2.207 -3.585 9.423
H 1.200 -4.966 7.271
H 0.112 -4.369 8.549
H 0.421 -0.663 6.851
H 1.832 -1.536 6.208

---

DFT (ωB97M-V with the def2-TZVPD basis set) results for a gas-phase ion, H6N5O (charge -1).

Properties
* total charge: -1
* maximum force: 0.04138 hartree/bohr
* orbital gap: 7.82 eV
* E_tot: -9590.593 eV
* ΔE to the lowest compared entry with this formula, charge and spin: 1.204 eV
* multiplicity: 1

Positions of all 12 atoms, in Å:
N -1.694 0.722 -0.546
N -0.958 -1.047 0.679
N 1.619 0.769 0.626
N -0.664 0.268 0.317
N 0.705 0.278 -0.378
O 1.074 -0.999 -0.675
H -1.443 1.676 -0.487
H -1.447 0.263 -1.469
H 0.056 -1.372 0.367
H -1.614 -1.400 -0.038
H 1.826 0.112 1.377
H 2.541 0.730 0.227

---

DFT (ωB97M-V with the def2-TZVPD basis set) results for a molecular structure, C12H35CdN3O5.

Properties
* total charge: 0
* maximum force: 0.05858 hartree/bohr
* orbital gap: 4.70 eV
* E_tot: -32273.704 eV
* ΔE to the lowest compared entry with this formula, charge and spin: 8.886 eV
* multiplicity: 1

Positions of all 56 atoms, in Å:
Cd 1.492 0.854 0.622
O 1.989 3.800 0.300
H 2.274 4.510 -0.308
O -0.379 -1.046 -0.946
H -0.971 -1.751 -1.275
C 4.581 -1.994 1.162
C 4.998 -0.555 1.248
C 5.173 0.028 -0.175
O 3.925 0.009 -0.905
C 4.035 0.257 -2.285
N 4.016 0.125 1.982
H 4.377 -2.423 2.143
H 5.330 -2.641 0.704
H 3.636 -2.151 0.642
H 5.928 -0.491 1.812
H 5.999 -0.480 -0.673
H 5.541 1.052 -0.246
H 4.626 1.152 -2.481
H 3.045 0.474 -2.686
H 4.403 -0.589 -2.865
H 4.525 0.982 2.143
H 4.069 -0.292 2.900
C -4.770 -0.200 -4.074
C -3.867 0.703 -4.890
C -4.484 1.494 -6.093
O -5.014 0.615 -7.054
C -5.684 1.154 -8.201
N -3.000 1.481 -4.031
H -5.464 -0.802 -4.660
H -5.361 0.392 -3.376
H -4.225 -0.905 -3.447
H -3.143 0.048 -5.375
H -3.786 2.148 -6.615
H -5.241 2.249 -5.881
H -6.642 1.603 -7.939
H -5.901 0.357 -8.912
H -5.124 1.991 -8.618
H -2.483 0.803 -3.489
H -2.412 1.868 -4.755
C -1.275 0.904 5.945
C -0.219 0.161 5.152
C -0.175 -1.425 5.430
O 0.590 -1.730 6.613
C 0.652 -3.151 6.921
N -0.541 0.451 3.817
H -1.522 0.425 6.892
H -2.267 0.831 5.497
H -1.029 1.911 6.281
H 0.794 0.509 5.356
H 0.392 -1.949 4.661
H -1.212 -1.763 5.429
H 1.348 -3.627 6.230
H -0.302 -3.679 6.910
H 1.098 -3.137 7.915
H -0.887 1.400 3.812
H -1.460 0.042 3.732

---

DFT (ωB97M-V with the def2-TZVPD basis set) results for a molecular structure, C46H50BrNO7SSbZr.

Properties
* total charge: +1
* maximum force: 0.01325 hartree/bohr
* orbital gap: 7.56 eV
* E_tot: -153027.989 eV
* ΔE to the lowest compared entry with this formula, charge and spin: 0.407 eV
* multiplicity: 1

Positions of all 108 atoms, in Å:
Zr -2.338 2.011 0.001
C -2.066 -0.696 -4.004
O -2.087 -0.505 -2.599
C -2.802 -1.510 -1.930
C -2.785 -1.167 -0.467
O -3.500 0.080 -0.231
C -4.806 -0.051 0.355
C -5.515 1.251 0.087
O -4.596 2.292 0.439
C -5.234 3.564 0.675
H -1.620 -1.663 -4.255
H -3.079 -0.645 -4.418
H -1.462 0.102 -4.429
H -3.834 -1.574 -2.305
H -2.330 -2.494 -2.063
H -3.241 -1.946 0.144
H -1.761 -1.002 -0.130
H -5.335 -0.881 -0.115
H -4.685 -0.229 1.425
H -5.799 1.354 -0.964
H -6.406 1.325 0.711
H -6.024 3.423 1.412
H -4.476 4.233 1.060
H -5.641 3.950 -0.260
C 2.427 1.229 6.964
C 1.393 1.288 5.876
C 1.465 0.434 4.777
C 0.503 0.469 3.783
C -0.542 1.376 3.895
C -0.643 2.238 4.981
C 0.330 2.188 5.962
S -1.803 1.400 2.689
O -1.122 0.931 1.390
O -2.881 0.509 3.019
N -2.330 2.820 2.332
C -1.415 3.967 2.275
C -1.572 4.702 0.941
O -1.065 5.761 0.725
O -2.295 4.002 0.057
H 3.351 0.776 6.608
H 2.061 0.628 7.799
H 2.652 2.223 7.348
H 2.284 -0.269 4.694
H 0.564 -0.202 2.938
H -1.469 2.934 5.056
H 0.266 2.859 6.809
H -0.356 3.696 2.363
H -1.633 4.677 3.073
Br -3.625 2.571 -2.546
C -2.016 2.726 -3.570
C -2.127 3.041 -4.889
C -0.946 3.163 -5.648
C 0.270 2.990 -5.052
C 0.373 2.679 -3.674
C 1.640 2.550 -3.047
C 1.727 2.265 -1.720
C 0.545 2.066 -0.965
C -0.718 2.166 -1.508
C -0.797 2.511 -2.892
H -3.094 3.198 -5.346
H -1.016 3.408 -6.699
H 1.181 3.103 -5.626
H 2.532 2.692 -3.645
H 2.690 2.167 -1.234
H 0.673 1.813 0.082
C 4.324 -2.036 -1.853
C 4.229 -1.006 -0.758
C 5.392 -0.297 -0.443
C 5.420 0.667 0.549
C 4.262 0.949 1.261
C 3.101 0.263 0.950
C 3.060 -0.720 -0.046
Sb 1.053 -1.482 -0.219
C 0.980 -2.853 -1.858
C 0.701 -4.201 -1.657
C 0.504 -5.055 -2.736
C 0.584 -4.557 -4.026
C 0.845 -3.208 -4.233
C 1.033 -2.340 -3.163
C 1.288 -0.877 -3.402
C 1.041 -2.872 1.412
C -0.093 -2.770 2.220
C -0.261 -3.565 3.346
C 0.725 -4.480 3.674
C 1.857 -4.593 2.878
C 2.036 -3.803 1.745
C 3.285 -3.962 0.924
H 5.174 -2.696 -1.676
H 4.487 -1.557 -2.821
H 3.430 -2.649 -1.930
H 6.298 -0.520 -0.994
H 6.340 1.195 0.765
H 4.262 1.698 2.043
H 2.198 0.503 1.504
H 0.646 -4.597 -0.649
H 0.299 -6.104 -2.566
H 0.442 -5.215 -4.874
H 0.903 -2.822 -5.245
H 1.282 -0.639 -4.466
H 2.254 -0.569 -2.996
H 0.526 -0.260 -2.914
H -0.865 -2.045 1.972
H -1.150 -3.467 3.956
H 0.617 -5.111 4.546
H 2.622 -5.315 3.138
H 3.805 -4.883 1.182
H 3.969 -3.127 1.089
H 3.057 -3.989 -0.142

---

DFT (ωB97M-V with the def2-TZVPD basis set) results for a molecular structure, C29H47NW.

Properties
* total charge: +2
* maximum force: 0.00899 hartree/bohr
* orbital gap: 7.68 eV
* E_tot: -34136.051 eV
* ΔE to the lowest compared entry with this formula, charge and spin: 0.006 eV
* multiplicity: 1

Positions of all 78 atoms, in Å:
W -0.058 0.062 -0.246
C -1.412 -0.304 -2.097
C -1.049 1.066 -2.154
C 0.393 1.138 -2.243
C 0.862 -0.234 -2.214
C -0.249 -1.137 -2.136
C -0.140 -2.638 -2.341
C 0.312 -2.838 -3.798
C 0.907 -3.228 -1.391
C -1.481 -3.344 -2.149
C 1.360 2.279 -2.612
C 1.328 3.516 -1.708
C 2.808 1.765 -2.609
C 1.023 2.664 -4.064
C -2.039 2.131 -1.674
C -1.545 2.481 -0.256
C -2.137 3.375 -2.556
C -3.452 1.550 -1.553
H -2.421 -0.668 -2.003
H 1.889 -0.535 -2.344
H 1.276 -2.364 -3.989
H -0.418 -2.428 -4.497
H 0.416 -3.903 -4.004
H 1.895 -2.792 -1.552
H 0.998 -4.301 -1.557
H 0.627 -3.077 -0.343
H -2.258 -2.923 -2.791
H -1.832 -3.330 -1.116
H -1.372 -4.392 -2.426
H 1.581 3.274 -0.673
H 0.381 4.046 -1.719
H 2.081 4.220 -2.063
H 3.125 1.384 -1.635
H 3.471 2.592 -2.860
H 2.972 0.989 -3.357
H 0.016 3.062 -4.169
H 1.117 1.800 -4.724
H 1.725 3.425 -4.408
H -0.713 3.175 -0.226
H -1.268 1.572 0.386
H -2.361 2.856 0.365
H -1.191 3.880 -2.712
H -2.825 4.088 -2.100
H -2.542 3.105 -3.532
H -3.513 0.763 -0.800
H -3.806 1.159 -2.507
H -4.133 2.345 -1.250
C -3.164 0.712 4.545
C -2.619 0.077 3.302
C -3.506 -0.400 2.315
C -3.064 -1.067 1.204
C -4.031 -1.726 0.264
C -1.657 -1.227 1.022
C -0.757 -0.699 1.997
C -1.252 -0.049 3.133
N 0.528 -0.622 1.466
C 1.833 -0.118 1.961
C 2.004 1.169 1.134
C 1.921 0.183 3.449
C 2.875 -1.163 1.572
H -4.181 1.068 4.402
H -2.539 1.539 4.879
H -3.181 -0.028 5.348
H -4.572 -0.288 2.479
H -4.428 -2.633 0.724
H -3.563 -2.019 -0.674
H -4.881 -1.078 0.052
H -1.313 -2.056 0.403
H -0.587 0.361 3.876
H 1.478 2.012 1.582
H 1.664 1.108 0.044
H 3.051 1.433 0.979
H 1.315 1.039 3.742
H 2.956 0.421 3.693
H 1.638 -0.688 4.040
H 2.854 -1.357 0.497
H 2.684 -2.102 2.091
H 3.870 -0.815 1.846

---

Molar mass (g/mol)
360.50, 1193.71, 92.08, 413.84, 1053.86, 593.54